(1)
The following is a quantum chemistry calculation of the molecule C4H12N4SSi at a distorted geometry, from the Open Molecules 2025 dataset.

DFT total energy, Eh: -1066.1511
Frontier orbital gap (spin up / spin down), eV: 7.412 / 7.412
SMILES: CS/N=N\N=N/[Si](C)(C)C
HOMO energy (spin up / spin down), eV: -7.61 / -7.61
Max |F|, eV Å⁻¹: 3.410

Each line ends with the natural charge from an NBO analysis.
Geometry (Å):
1 C -2.463 -1.696 0.748  -1.125
2 C -2.191 0.303 -1.770  -1.140
3 C -0.285 0.547 0.740  -1.200
4 C 4.593 0.543 0.692  -0.787
5 N 1.668 -1.728 0.325  -0.015
6 N 1.008 -1.805 -0.703  0.110
7 N 2.889 -1.396 0.523  -0.410
8 N -0.097 -1.630 -1.143  -0.525
9 Si -1.344 -0.572 -0.341  1.691
10 S 3.206 0.001 -0.298  0.392
11 H -2.160 -2.813 0.867  0.269
12 H -2.774 -1.154 1.655  0.248
13 H -3.458 -1.667 0.083  0.235
14 H -3.176 0.700 -1.476  0.245
15 H -1.515 1.089 -2.191  0.254
16 H -2.262 -0.452 -2.644  0.262
17 H -0.808 1.534 0.749  0.257
18 H 0.064 -0.050 1.605  0.260
19 H 0.710 0.958 0.326  0.262
20 H 4.627 1.668 0.906  0.242
21 H 5.534 0.084 0.266  0.228
22 H 4.471 0.047 1.657  0.247

(2)
The following is a quantum chemistry calculation of a cluster of 3 separate species, C27H39FI2N2O7 in total at a distorted geometry, from the Open Molecules 2025 dataset.

DFT total energy, Eh: -2383.5078
Frontier orbital gap, eV: 7.974
SMILES: C#Cc1ccc2nc(CC(=O)F)c(I)nc2c1C[C@@H](C)I.COCCOCCOC.COCCOCCOC
HOMO energy, eV: -8.91
Max |F|, eV Å⁻¹: 1.125

Each line ends with the Mulliken charge.
Geometry (Å):
1 C -4.883 -0.911 0.670  0.044
2 C -3.925 -0.923 -0.055  -1.517
3 C -2.755 -1.055 -0.882  1.280
4 C -2.770 -2.079 -1.878  -0.875
5 C -1.695 -2.247 -2.696  -0.588
6 C -0.572 -1.396 -2.582  -0.312
7 N 0.491 -1.593 -3.420  -0.566
8 C 1.496 -0.764 -3.305  1.183
9 C 2.674 -0.987 -4.229  -1.256
10 C 3.945 -1.405 -3.526  0.487
11 O 5.035 -1.197 -3.931  -0.530
12 F 3.753 -2.099 -2.397  -0.125
13 C 1.452 0.293 -2.343  -0.583
14 I 3.068 1.665 -2.217  0.066
15 N 0.481 0.507 -1.517  0.026
16 C -0.558 -0.369 -1.628  0.414
17 C -1.669 -0.216 -0.746  1.032
18 C -1.672 0.856 0.319  -0.813
19 C -1.095 0.405 1.696  -0.435
20 C -1.165 -1.089 1.986  -1.089
21 I 0.988 0.987 1.848  -0.036
22 H -5.727 -0.720 1.288  0.507
23 H -3.628 -2.726 -1.991  0.510
24 H -1.670 -3.011 -3.460  0.516
25 H 2.890 -0.142 -4.875  0.354
26 H 2.392 -1.825 -4.870  0.385
27 H -2.695 1.187 0.496  0.597
28 H -1.119 1.729 -0.018  -0.159
29 H -1.643 0.917 2.482  0.595
30 H -0.494 -1.676 1.361  0.133
31 H -2.176 -1.481 1.870  0.266
32 H -0.864 -1.253 3.022  0.526
33 C 0.219 4.276 -1.555  -0.230
34 O 0.167 4.718 -0.217  -0.238
35 C 1.424 4.736 0.438  0.077
36 C 1.606 5.972 1.293  -0.434
37 O 1.761 7.188 0.578  -0.440
38 C 0.629 7.775 -0.046  -0.283
39 C -0.387 8.386 0.895  -0.554
40 O -1.132 7.400 1.591  -0.268
41 C -1.386 7.709 2.942  -0.791
42 H 0.302 3.184 -1.598  -0.375
43 H -0.712 4.575 -2.039  0.266
44 H 1.054 4.727 -2.101  0.438
45 H 2.242 4.679 -0.289  0.289
46 H 1.485 3.856 1.091  -0.130
47 H 2.552 5.846 1.827  0.377
48 H 0.823 6.048 2.049  0.160
49 H 0.153 7.084 -0.743  0.090
50 H 1.041 8.596 -0.639  0.396
51 H -1.086 8.989 0.301  0.382
52 H 0.128 9.051 1.597  0.345
53 H -0.490 8.091 3.443  0.358
54 H -1.690 6.789 3.440  0.231
55 H -2.193 8.444 3.036  0.321
56 C -1.077 -6.762 3.308  -0.796
57 O 0.055 -6.346 2.577  -0.257
58 C 0.583 -7.332 1.706  -0.553
59 C 0.987 -6.754 0.366  -0.254
60 O -0.087 -6.341 -0.464  -0.479
61 C -0.787 -5.149 -0.145  -0.815
62 C -0.021 -3.865 -0.379  0.929
63 O 1.000 -3.667 0.584  -0.334
64 C 2.189 -3.122 0.049  -0.686
65 H -0.792 -7.402 4.150  0.309
66 H -1.564 -5.869 3.698  0.226
67 H -1.792 -7.296 2.673  0.374
68 H -0.140 -8.139 1.546  0.354
69 H 1.478 -7.763 2.175  0.373
70 H 1.469 -7.563 -0.190  0.412
71 H 1.730 -5.964 0.484  0.060
72 H -1.196 -5.183 0.866  0.218
73 H -1.636 -5.139 -0.834  0.392
74 H -0.731 -3.030 -0.310  -0.727
75 H 0.397 -3.874 -1.393  0.380
76 H 2.464 -3.608 -0.891  0.447
77 H 2.988 -3.290 0.771  0.407
78 H 2.082 -2.043 -0.112  -0.002